1.
52
Properties=species:S:1:pos:R:3:forces:R:3 method="wB97M-V/def2-TZVPD" largest_force_ev_per_a=1.09 charge=0 e_lumo_ev=0.301 spin_multiplicity=1 e_above_lowest_kcal_mol=51.78 homo_lumo_gap_ha=0.3150
C -2.438707 6.493352 4.336382 -0.2 -0.1 0.2
H -2.130090 5.709171 5.034685 0.0 0.0 0.0
O -1.384499 6.867315 3.480950 0.3 0.0 -0.2
C -0.852787 5.935171 2.651430 0.2 0.0 -0.2
C 0.189473 6.376709 1.830356 -0.2 0.1 0.2
C 0.799323 5.513039 0.951542 -0.1 -0.3 0.0
C 0.388997 4.179556 0.862893 -0.4 0.4 0.5
C -0.651625 3.744767 1.685023 0.3 0.1 -0.2
C -1.267261 4.606170 2.568664 -0.2 0.2 0.2
H -2.068252 4.237109 3.189496 -0.1 0.0 0.1
H -0.964992 2.715573 1.613191 -0.1 -0.1 0.0
C 1.032500 3.278012 -0.061905 0.5 -0.5 -0.6
N 0.680313 2.060629 -0.161513 -0.5 0.2 0.6
N 1.312219 1.262893 -1.039223 0.8 0.5 -0.6
C 0.984226 -0.051569 -1.181524 0.1 -0.1 -0.4
O 0.104052 -0.587047 -0.541644 -0.2 -0.1 0.2
C 1.856686 -0.780931 -2.183819 0.1 0.0 0.1
C 3.159392 -1.256945 -1.522449 -0.1 -0.1 0.0
C 2.918878 -2.174784 -0.319726 0.1 -0.1 -0.2
C 2.224486 -3.466320 -0.746497 0.2 0.5 0.4
O 2.846144 -4.438955 -1.130161 0.3 -0.2 -0.2
N 0.884808 -3.416513 -0.663352 -0.6 0.0 0.1
H 0.430914 -2.547145 -0.410060 0.2 0.1 0.0
C 0.030431 -4.519450 -1.046906 0.0 -0.5 -0.2
C -0.711324 -4.220138 -2.355985 0.1 0.1 0.1
C -1.760563 -3.125926 -2.176030 -0.1 -0.3 -0.1
C -2.753418 -3.520837 -1.087859 0.1 0.3 0.1
C -2.018495 -3.748718 0.228917 -0.2 -0.3 -0.1
C -0.965056 -4.842944 0.071183 0.1 0.2 0.0
H -0.420343 -4.978185 1.007663 0.0 -0.1 0.0
H -1.458830 -5.786754 -0.169988 0.0 -0.1 0.0
H -2.727414 -4.038654 1.007652 0.0 0.1 0.1
H -1.546928 -2.815157 0.540794 0.0 0.1 0.1
H -3.500957 -2.734863 -0.964706 -0.1 0.0 0.0
H -3.272490 -4.437122 -1.381008 -0.1 0.0 0.0
H -2.284375 -2.964819 -3.121189 0.0 0.1 0.0
H -1.282688 -2.185893 -1.895065 0.0 0.1 0.0
H -1.200529 -5.137216 -2.691372 0.0 -0.1 -0.1
H 0.013661 -3.932313 -3.120932 0.0 -0.1 0.0
H 0.702573 -5.371729 -1.201874 -0.2 0.2 0.0
H 3.884569 -2.446135 0.109080 -0.1 0.0 0.0
H 2.327263 -1.660891 0.438578 0.0 0.0 0.0
H 3.748297 -1.799016 -2.264891 0.0 0.1 0.0
H 3.741684 -0.390599 -1.196118 0.0 0.0 0.0
H 2.092530 -0.128636 -3.026942 0.0 0.0 0.0
H 1.305324 -1.644502 -2.556112 -0.1 0.1 0.0
H 2.067145 1.655024 -1.608989 -0.3 -0.2 0.2
H 1.844212 3.692182 -0.678029 0.0 -0.1 0.0
H 1.603319 5.869428 0.323547 0.1 0.0 -0.1
H 0.497712 7.407386 1.906996 0.0 0.1 0.0
H -2.696235 7.391614 4.895154 0.0 -0.1 0.0
H -3.313273 6.155607 3.771692 0.0 0.0 0.0



2.
18
Properties=species:S:1:pos:R:3:forces:R:3 method="wB97M-V/def2-TZVPD" largest_force_ev_per_a=2.82 charge=0 e_lumo_ev=0.419 spin_multiplicity=1 e_above_lowest_kcal_mol=77.05 homo_lumo_gap_ha=0.3660
C 0.594574 -0.842765 1.342232 1.5 -2.4 0.1
C -0.363703 -1.708601 1.685479 -1.2 1.2 0.3
C 1.222242 -0.014762 -0.731849 -0.3 0.0 1.6
N 0.531229 0.093972 0.330769 -1.5 0.0 -1.2
H 1.582299 -1.267489 1.571683 0.3 0.9 0.7
H -1.375577 -1.673464 1.282226 0.1 0.3 0.1
H -0.284705 -2.357269 2.547660 0.6 -0.3 -0.4
H 0.850130 0.581371 -1.549332 0.8 0.3 -0.5
H 2.087595 -0.685629 -0.754167 -0.2 -0.1 -0.6
H -4.828749 3.430249 2.558811 -0.4 -0.1 0.0
H -3.760953 4.183690 1.880227 0.4 0.3 -0.3
O -4.667492 3.914241 1.742674 -0.1 -0.2 0.3
H 6.003208 -1.087127 -2.403363 0.1 0.1 0.1
H 5.781921 -1.553765 -3.837564 -0.1 -0.1 0.2
O 5.513912 -1.724641 -2.925086 -0.1 -0.1 -0.3
H -1.691073 -0.477156 -0.540828 0.3 0.0 0.1
H -2.657805 0.605848 -0.914872 -0.2 0.1 0.0
O -2.604390 -0.346844 -0.804904 -0.1 0.0 -0.1



3.
71
Properties=species:S:1:pos:R:3:forces:R:3 method="wB97M-V/def2-TZVPD" largest_force_ev_per_a=10.93 charge=+2 e_lumo_ev="-8.229 / -9.224" spin_multiplicity=4 e_above_lowest_kcal_mol=49.92 homo_lumo_gap_ha="0.1759 / 0.1393"
P 1.822443 -1.168028 -2.496509 0.7 -0.6 -8.5
P -0.887716 -0.950682 -1.386003 -7.2 -0.2 -4.1
C 0.295335 -1.852127 -3.439935 0.4 -0.1 0.1
C -0.607249 -0.679892 -3.332839 0.1 -0.3 0.5
H -0.074383 -2.707269 -2.807148 0.6 0.6 -1.0
H 0.450820 -2.222144 -4.461858 0.4 0.2 0.2
H -0.192798 0.335583 -3.323448 -0.1 -0.5 -0.4
H -1.473737 -0.707773 -4.015531 1.2 -0.1 0.3
C -2.017796 -2.545116 -1.629474 0.9 -1.7 1.0
H -2.858685 -2.580163 -0.921990 0.6 0.4 0.2
H -1.482162 -3.481678 -1.467454 0.2 0.0 0.1
H -2.506718 -2.638893 -2.620490 0.8 0.6 0.4
C -2.652974 -0.304717 -2.147564 -2.0 1.4 -0.2
H -2.719234 -0.622326 -3.213101 0.0 0.4 1.5
H -2.891383 0.749881 -2.152519 0.6 0.5 0.4
H -3.546995 -0.801138 -1.765859 0.5 0.1 1.1
C 2.840465 -2.292700 -3.524170 1.4 -0.6 1.0
H 3.659013 -2.654976 -2.894378 0.1 -0.3 -0.4
H 3.273389 -1.711653 -4.352766 -0.3 -0.3 0.3
H 2.228457 -3.144012 -3.886852 0.6 0.6 0.3
C 2.076764 0.461281 -3.340750 0.6 0.1 -0.3
H 1.401699 1.266937 -3.038336 0.2 -0.3 0.1
H 2.017378 0.336745 -4.428460 0.0 -0.1 0.2
H 3.087865 0.787362 -3.089114 0.1 0.0 0.0
Tc 1.190334 -0.735388 -0.559948 2.1 0.3 10.7
C -4.453859 1.472877 1.857982 -0.5 -1.7 0.6
C -3.515151 0.656132 1.391435 2.5 0.3 -0.4
C -1.977935 1.053097 1.510015 0.2 -1.2 1.0
C -1.429058 2.185078 0.583061 -0.3 -0.9 0.1
C -2.555632 2.867770 -0.127694 0.9 1.8 -0.6
C -3.434303 3.747504 0.357822 -1.2 0.6 -0.6
C -4.166549 3.837579 1.667764 0.5 0.6 0.9
C -3.958124 2.659148 2.618875 -0.1 1.0 -0.1
C 1.673689 1.273711 -0.207035 0.2 1.4 -0.7
H -5.545055 1.228181 1.705269 1.3 0.5 0.4
H -3.591302 -0.295053 0.849814 -0.8 0.5 0.1
H -1.387812 0.142182 1.321120 -0.2 0.0 -0.3
H -1.685273 1.211525 2.564062 -0.4 0.2 -0.4
H -0.645479 2.903352 1.007325 -1.5 -0.8 0.0
H -0.849704 1.706636 -0.220388 -0.1 -0.1 0.1
H -2.414665 2.857910 -1.213990 0.0 0.5 0.2
H -3.840801 4.527519 -0.320574 0.1 -1.0 -0.1
H -5.230489 3.861896 1.445383 -0.2 0.3 -0.3
H -3.927342 4.788445 2.164373 -0.1 -0.1 -0.1
H -2.881342 2.592800 2.732419 -0.1 -0.1 0.4
H -4.362288 2.830800 3.645288 -0.2 -0.2 -1.0
H 1.218470 1.751414 0.689446 -0.1 -1.0 -0.4
H 1.404044 1.906319 -1.064181 -0.2 -0.2 0.2
H 2.761937 1.437143 -0.097311 -0.4 -0.6 -0.2
C 3.921673 -2.295442 1.130372 0.1 0.0 -0.2
N 3.545702 -0.892677 0.736326 -0.7 0.1 0.5
C 4.757118 -0.242199 0.243742 0.3 0.0 -0.3
C 3.192680 -0.184164 2.009038 0.1 0.4 -0.3
C 1.812872 -0.564272 2.421593 0.2 0.7 0.3
C 1.388929 -0.148477 3.693362 -0.3 -0.7 -0.5
C 0.279701 -0.805062 4.217639 -0.1 0.0 0.0
C -0.325833 -1.860493 3.515962 -0.4 -0.5 -0.8
C -0.016283 -2.110252 2.157083 0.0 0.6 0.5
C 1.002998 -1.342455 1.573148 -0.2 0.1 0.0
H 4.488743 -2.213511 2.089515 -0.4 -0.4 -0.7
H 4.594096 -2.699326 0.347209 -0.5 0.0 0.5
H 3.013099 -2.918286 1.252637 0.7 0.3 0.0
H 4.564982 0.789129 -0.057321 0.1 -0.1 0.0
H 5.512017 -0.238272 1.038703 0.0 0.1 -0.1
H 5.155844 -0.820116 -0.583877 0.1 0.1 -0.2
H 3.944644 -0.474691 2.783768 -0.6 0.2 -0.4
H 3.282290 0.913750 1.909464 0.1 -0.5 -0.2
H 1.956428 0.617438 4.248005 -0.3 -0.6 -0.2
H -0.097747 -0.505521 5.193035 0.1 -0.3 -0.1
H -1.096609 -2.486372 3.986191 0.3 0.5 -0.1
H -0.515453 -2.859808 1.530622 -0.2 0.3 0.6



4.
27
Properties=species:S:1:pos:R:3:forces:R:3 method="wB97M-V/def2-TZVPD" largest_force_ev_per_a=3.31 charge=-1 e_lumo_ev=2.434 spin_multiplicity=1 e_above_lowest_kcal_mol=24.88 homo_lumo_gap_ha=0.0802
C -2.911046 -1.936040 0.193951 0.0 -0.6 1.5
Zn -1.481348 -0.864753 -0.924424 1.5 1.5 -2.5
N -2.312437 1.031242 -0.707714 0.4 -0.3 -0.3
H -0.678209 -1.768218 -1.926863 -0.1 -0.2 -0.3
H -1.955719 -1.312294 0.568766 -2.1 -1.3 0.7
H -2.803025 -2.890808 0.719783 0.0 0.1 0.0
H -3.030277 -2.204445 -0.874544 0.1 0.3 0.3
H -3.811448 -1.415417 0.530331 0.5 0.0 -0.1
H -2.438983 1.497742 -1.611007 -0.2 0.0 -0.1
H -1.718816 1.634905 -0.128281 -0.3 0.1 0.0
H -3.226279 0.953879 -0.266548 -0.4 0.2 0.1
C 1.456188 2.414471 -0.866277 -0.2 0.0 0.2
O 0.527228 1.691394 -0.026413 0.8 -0.2 0.0
P 0.492511 0.074074 0.218813 -0.4 0.2 0.5
O 2.033076 -0.388926 0.079262 0.4 0.1 -0.2
C 2.602834 -0.884925 -1.160230 -0.2 0.0 0.0
O 0.206058 -0.058264 1.815806 1.0 0.0 -0.6
C 1.255176 -0.096627 2.799547 -0.3 0.3 0.2
H 2.327487 2.723809 -0.276045 -0.1 -0.2 -0.1
H 0.924854 3.311625 -1.202739 0.1 -0.3 0.0
H 1.777381 1.844317 -1.751458 -0.2 0.1 0.3
H 1.833410 -1.298791 -1.833292 0.1 0.2 0.4
H 3.143063 -0.076626 -1.676824 -0.2 -0.2 0.3
H 3.308677 -1.678066 -0.893884 -0.2 0.2 0.0
H 1.689916 -1.100456 2.863356 0.0 0.2 -0.1
H 2.030872 0.652057 2.596002 -0.1 -0.2 0.0
H 0.758858 0.145143 3.740928 0.2 0.0 0.0